# C4H8O4

A 2-piece molecular cluster, C4H8O4 overall (ωB97M-V with the def2-TZVPD basis set, the OMol25 dataset).

Calculated values
Energy in eV: -12456.474
Relative energy (zero: lowest compared OMol25 entry of this formula, charge and spin) in kcal per mole: 15.4
<S²>: 0.759
Multiplicity: 2
Charge: +1

Geometry as XYZ:
```
16
Properties=species:S:1:pos:R:3:lowdin_charge:R:1
O -0.018 1.244 -0.188 0.173
C -0.348 0.633 -1.151 -0.456
O 0.421 0.611 -2.350 0.135
C -1.503 -0.316 -1.164 -0.090
C -2.370 -0.261 0.079 -0.068
C -1.687 -0.693 1.437 0.023
O -0.502 -0.953 1.362 0.327
H 0.973 1.331 -2.416 0.077
H -2.176 0.193 -1.938 0.182
H -1.187 -1.309 -1.603 0.174
H -3.308 -0.732 -0.118 0.132
H -2.701 0.846 0.295 0.198
H -2.335 -0.356 2.243 0.193
H 3.927 -0.172 1.478 0.000
H 4.907 0.309 2.225 -0.021
O 4.768 -0.438 1.755 0.021
```